27
Properties=species:S:1:pos:R:3:forces:R:3 method="wB97M-V/def2-TZVPD" orbital_gap_ev=10.97 homo_energy_ev=-14.91 smiles="O=C(O)C(F)(F)C(F)(F)C(F)(F)C(=O)[C@H]1COC[NH2+]1" total_charge=+1
F 3.26489 1.43657 0.16991 0.79 0.25 0.02
F 1.23651 2.93500 -0.41255 -0.30 0.74 0.59
H -2.83968 0.64759 -1.10130 0.58 0.15 -0.39
F 1.54054 1.04157 1.34861 -0.74 -0.51 0.52
C 1.25224 1.68984 -0.88780 -0.43 -0.66 1.56
C -1.48439 0.73634 1.27022 1.29 -0.56 -0.15
C 2.07708 0.85094 0.14483 0.25 0.76 -1.23
O -0.87100 1.81483 -1.86031 -1.62 1.43 -2.29
C -3.03790 -0.64443 0.44012 0.55 1.31 1.93
F 3.60897 -0.81505 -0.41590 0.99 0.04 0.03
H 1.82984 -3.45911 -0.01172 0.37 -0.44 0.23
H -1.25695 1.80109 1.33731 -0.45 -0.11 0.53
H -0.41862 -0.69972 -0.17715 0.17 0.34 0.67
H -2.46634 -1.45974 0.90415 -0.50 -0.51 -0.71
O 1.00438 -1.62316 1.53473 -1.73 1.01 1.15
C 1.83796 -1.74054 0.72073 1.02 -1.44 -0.57
O 2.45369 -2.95199 0.53402 -0.21 0.86 -0.87
O -2.88148 0.44808 1.32547 0.31 0.10 -1.00
C -0.95445 0.25372 -0.14909 -0.62 -0.51 -0.06
H -4.10131 -0.79473 0.26153 0.24 -0.27 -0.23
F 1.77242 -0.93169 -1.46776 -1.05 0.23 -0.33
C 2.31164 -0.64272 -0.26077 0.77 -0.63 0.75
H -0.95660 0.12558 2.01116 0.00 0.47 0.10
C -0.24255 1.28006 -1.03634 0.82 -1.05 1.48
H -2.26177 -0.90654 -1.42466 0.44 0.53 -0.42
F 1.85224 1.74063 -2.04419 0.38 -0.53 -1.27
N -2.26939 -0.13241 -0.75324 -1.32 -1.01 -0.05

14
Properties=species:S:1:pos:R:3:forces:R:3 method="wB97M-V/def2-TZVPD" orbital_gap_ev=10.45 homo_energy_ev=-9.38 de_lowest_kcal_mol=43.1
C -0.87546 0.32839 1.12080 -0.25 0.13 -0.03
C -0.32171 -0.83000 -0.87734 -0.10 -0.32 0.06
H 1.58920 1.24234 0.38363 -0.24 0.59 0.02
H -1.79518 -0.25484 1.24459 -0.09 0.25 -0.07
H -1.11923 -1.57383 -0.87398 -0.04 0.05 0.34
C 0.81312 -0.77879 0.19071 0.52 0.30 -0.62
C 1.01376 0.66103 -0.32836 0.30 0.20 0.24
H 1.63534 -1.47692 0.36046 -0.26 -0.04 -0.41
H 1.37463 0.78418 -1.35548 0.17 -0.21 0.38
C -0.54611 0.60848 -0.34043 -0.13 0.14 -0.07
H -1.16724 1.34141 -0.86059 0.17 -0.15 0.03
H -0.92834 1.22544 1.74904 0.22 -0.20 -0.03
O 0.22339 -0.51733 1.47103 -0.21 -0.45 -0.09
H 0.10382 -0.75953 -1.88409 -0.07 -0.29 0.24

66
Properties=species:S:1:pos:R:3:forces:R:3 method="wB97M-V/def2-TZVPD" orbital_gap_ev="6.66 / 3.35" homo_energy_ev="-15.37 / -16.18" multiplicity=5 de_lowest_kcal_mol=16.8 total_charge=+3
C 0.68675 -4.65954 2.30596 0.80 -0.76 0.41
C -1.89310 -0.88099 2.30627 1.39 0.22 -0.37
H 1.51621 3.91898 -2.99491 0.01 0.18 -0.04
H -2.10440 -1.17616 1.27485 0.09 0.18 0.32
H -3.54163 -0.44170 5.25724 0.36 0.09 -0.16
C 2.97550 -3.96093 2.66462 1.14 1.30 -0.22
H 0.41403 5.04709 -3.86036 0.10 -0.27 0.12
Pt -0.86186 0.75942 -2.74991 -0.15 0.30 -1.11
H 0.50893 -3.30887 -3.81597 0.13 0.17 0.06
H 0.91529 3.50456 -4.61669 0.03 0.17 -0.03
C 1.12466 1.98626 2.09358 0.16 0.09 0.17
H 3.45038 -1.90687 2.11862 -0.11 -0.24 0.07
P -0.98243 -1.58821 -3.02298 0.10 -0.90 -0.32
Si 0.73703 -0.67348 1.32413 -0.95 2.14 -0.98
O 0.04167 -0.56920 -0.19205 -0.11 0.19 1.07
C 0.39692 -3.40235 1.77755 -0.51 -0.84 0.32
H 2.20599 -5.91158 3.17966 0.01 0.07 -0.02
H -0.87091 5.09211 -1.48773 -0.05 -0.26 0.04
C -1.04521 0.62612 -0.77750 -1.06 0.43 3.76
H -1.92069 3.76297 -0.88331 0.19 0.07 0.01
P -0.80032 3.17033 -2.93741 -0.57 1.18 0.01
H 3.76096 4.14215 2.24871 -0.14 -0.50 -0.03
H 0.94459 -1.69698 -4.46412 0.01 -0.21 0.12
C 1.97768 -4.93769 2.76054 -2.09 -0.84 -0.31
C -2.12812 -2.14905 -4.31520 0.04 0.18 0.07
C -1.36741 -2.64853 -1.58352 0.01 0.26 0.25
H -1.93223 -3.21018 -4.51613 -0.06 0.22 0.03
H -1.21209 0.06956 6.00037 -0.04 -0.06 -0.17
H 4.94654 2.10639 1.41190 -0.49 -0.08 0.15
C 1.77949 0.82424 1.64484 0.44 -0.31 0.03
C 3.21620 3.20406 2.09242 -0.43 -0.12 -0.05
H -2.23775 -2.25312 -1.05279 0.01 -0.05 -0.08
C -2.96625 -0.78709 3.21917 -0.79 -0.04 0.15
H -2.15507 3.31589 -4.91727 -0.10 0.16 0.09
H 0.04589 1.95972 2.25909 0.20 0.13 -0.03
C 1.82992 3.16919 2.33036 0.38 -0.37 -0.33
C -0.94853 4.00887 -1.32247 -0.05 -0.26 -0.15
H -0.08994 -5.41233 2.36684 0.09 0.00 0.01
H -0.62268 -3.18232 1.46885 0.14 -0.13 -0.07
C -0.59441 -0.56829 2.69954 -0.60 -0.88 -1.61
C -0.34473 -0.25396 4.04273 0.54 0.16 -0.60
C 3.87126 2.05755 1.62529 0.11 0.02 -0.17
C 0.66351 3.99451 -3.67365 -0.11 -0.62 -0.04
I -3.52294 0.80278 -2.88120 0.35 -0.08 -0.25
C 1.37478 -2.38065 1.70995 2.53 0.28 0.33
H -3.10249 3.68395 -3.44704 0.18 0.13 -0.22
O -1.76311 1.12844 0.02729 1.86 -1.28 -1.38
H -1.96358 4.91381 -4.11991 -0.07 -0.24 0.06
H -3.15579 -2.00882 -3.96483 0.19 -0.07 -0.20
H -3.98412 -0.94872 2.84991 0.28 0.05 0.31
H 1.37349 -2.10921 -2.78285 -0.07 -0.12 -0.08
C 3.15732 0.87017 1.39500 0.03 0.72 0.19
H -0.14497 3.68007 -0.65259 -0.16 0.08 -0.09
C -2.70931 -0.47332 4.55029 0.38 0.26 1.20
C -1.40496 -0.20045 4.96430 -2.00 -0.08 0.77
C 0.62755 -2.24760 -3.57098 -0.15 0.28 -0.12
H -1.57771 -3.67384 -1.89754 -0.01 0.15 -0.21
I 1.70867 1.00453 -2.55906 0.41 -0.21 -0.24
C 2.68011 -2.67421 2.14933 -1.27 0.36 -0.40
H -1.96472 -1.55963 -5.22552 -0.12 -0.17 0.17
H 3.99609 -4.18470 2.99020 -0.34 0.03 -0.08
H -0.50853 -2.63260 -0.90404 -0.26 -0.01 -0.30
C -2.14824 3.84402 -3.95876 0.08 -0.23 0.14
H 3.66996 -0.00311 0.99513 0.06 0.19 0.09
H 1.30517 4.05742 2.67145 0.12 -0.13 -0.02
H 0.66770 -0.02892 4.37232 -0.10 -0.06 -0.01

71
Properties=species:S:1:pos:R:3:forces:R:3 method="wB97M-V/def2-TZVPD" orbital_gap_ev=6.61 homo_energy_ev=-3.97 de_lowest_kcal_mol=0.0 total_charge=-1
C -1.07782 -0.77912 2.57416 0.00 0.01 -0.06
C -2.67938 -0.47599 0.61963 0.01 0.27 -0.19
H 2.28207 3.72269 3.52915 -0.04 -0.01 -0.02
H -0.95114 2.65655 -4.08748 0.00 0.00 0.01
C -3.48262 -1.29914 2.72359 -0.05 0.03 -0.01
C -4.73895 2.20621 -4.62371 -0.03 0.05 -0.07
H 7.24809 -3.01338 4.65313 -0.01 -0.01 -0.01
H 4.85003 0.32961 3.48464 0.01 -0.01 0.01
H 1.93251 -0.82450 3.69594 -0.03 -0.03 0.07
C -4.17060 1.92576 -3.39128 0.00 -0.06 0.02
H -4.78097 1.58583 -2.56595 0.03 -0.04 0.01
H -2.00572 -1.73223 5.72110 0.00 -0.05 0.00
C 4.15522 1.64613 0.85811 -0.16 0.00 0.10
H 4.53065 -2.54628 -0.87505 0.04 0.00 -0.05
C 6.11414 -1.25847 4.16471 0.04 -0.06 0.03
H 6.66456 -0.62452 4.84954 -0.02 0.03 -0.02
C -2.37134 -0.87944 1.97501 0.12 -0.13 0.30
C 5.90084 -1.17006 -1.79849 0.00 -0.02 -0.04
H -4.38973 2.84689 -6.64387 0.01 -0.02 -0.01
C 4.89985 -1.52643 -0.90544 -0.11 -0.07 0.03
C 1.32735 -1.61480 4.13862 0.08 -0.13 0.01
H 6.16713 2.12100 -1.05086 0.00 0.00 0.00
C 4.36243 -0.57604 -0.05538 0.01 0.24 -0.13
N -2.66740 0.70665 -1.28786 -0.30 -0.20 -0.44
C -2.13838 -1.52038 4.66701 0.06 0.05 -0.08
C 3.70443 3.75518 1.92334 0.05 -0.04 0.05
C 4.82015 0.74485 -0.09367 -0.01 -0.15 -0.12
H 0.63334 -1.19444 -1.36589 -0.02 -0.04 -0.05
C 6.44295 -2.60167 4.05722 0.00 0.02 0.02
H 5.98038 -4.46369 3.10559 -0.04 0.00 -0.04
H -3.61405 -0.85732 0.20603 -0.02 0.05 -0.03
C 5.72952 -3.41282 3.18617 0.07 -0.03 0.06
H 1.88681 -2.07416 4.95667 0.02 0.02 -0.02
C -3.39235 -1.58750 4.06463 -0.04 -0.05 0.00
H 3.88220 4.82052 2.00246 0.01 0.00 0.00
C 3.20468 1.03245 1.69023 0.03 0.31 0.01
C 4.38547 3.01134 0.97248 0.04 0.04 -0.02
H 7.11986 0.42298 -2.55521 0.00 0.01 0.01
C 5.08740 -0.72405 3.39858 -0.06 0.09 0.00
Pb -0.10595 1.60460 0.48456 0.42 0.44 0.15
H -4.26946 -1.85609 4.63847 0.01 -0.04 -0.01
H 6.31867 -1.91002 -2.47028 0.00 0.00 0.01
H 4.14150 -3.51372 1.74949 0.02 -0.04 0.03
H 1.93987 -0.81650 -2.55373 0.02 0.01 0.00
C 1.06347 -0.43629 -2.02212 -0.02 0.04 0.05
C -2.57745 2.78022 -5.49315 -0.01 0.02 -0.04
H -1.95100 3.10061 -6.31681 0.01 0.02 0.02
H -4.44863 -1.34673 2.23197 0.02 0.00 -0.05
C 2.79765 3.14058 2.77576 -0.02 0.04 0.05
H 1.80760 1.30324 3.29743 -0.05 0.07 -0.05
O 0.14039 -1.08975 4.69765 -0.04 0.21 -0.16
C -2.80084 2.07624 -3.19805 -0.06 0.07 -0.11
O -1.21109 2.50668 -1.48063 0.03 -0.22 -0.03
C -2.15998 1.76047 -1.88350 0.05 -0.08 0.23
C 4.37264 -1.52536 2.51521 -0.15 -0.08 0.11
N -2.05163 0.37955 -0.10024 0.10 -0.04 0.15
C -2.01285 2.52258 -4.25346 0.08 0.01 0.07
H -5.80726 2.09797 -4.76823 0.00 -0.01 0.04
C 1.40410 0.81328 -1.23143 -0.39 -0.31 0.03
C -3.94404 2.62860 -5.68087 0.00 0.01 0.00
O 2.34769 1.49191 -1.57371 0.02 0.21 0.11
H 0.30170 -0.14178 -2.75149 -0.07 -0.07 0.03
C -1.01799 -1.15932 3.95068 -0.07 -0.11 0.30
As 2.96009 -0.84960 1.28309 0.69 -0.25 -0.11
H 1.12803 -2.36825 3.37313 -0.04 0.05 0.00
C 6.35190 0.14250 -1.84481 0.02 0.00 -0.01
C 5.81534 1.09798 -0.99630 0.01 0.07 0.01
C 2.53429 1.78285 2.65056 0.03 -0.25 0.00
H 5.08802 3.50300 0.31115 0.00 -0.01 -0.01
C 4.69969 -2.87684 2.42903 -0.15 0.03 -0.08
O -0.01966 -0.38363 1.94493 -0.14 0.18 -0.07

51
Properties=species:S:1:pos:R:3:forces:R:3 method="wB97M-V/def2-TZVPD" orbital_gap_ev=8.57 homo_energy_ev=-12.02 total_charge=+1
C -1.72147 -0.25306 3.14063 -0.46 -0.07 0.10
C 1.73071 4.64171 -0.84145 0.42 0.29 0.70
O 2.81064 -1.45206 -3.49877 0.46 -0.31 0.73
H 1.03631 -0.67749 0.20809 -0.79 -1.70 -0.38
H 1.67821 -0.06377 -4.49513 -0.14 -0.12 -0.01
H -3.85182 0.64926 -0.27672 0.08 0.00 0.20
H 0.28214 -2.20433 -4.24572 0.16 0.34 -0.32
H -2.79747 1.86448 0.44784 0.26 0.01 -0.01
H -1.57343 -0.33858 -0.14116 0.17 0.26 0.21
O -0.39250 -0.74116 2.90903 -0.40 0.25 -0.33
C -0.55522 -3.61926 -0.32416 -0.82 -0.91 -0.42
H -2.07493 -0.17838 -1.78730 -0.21 0.19 -0.04
H -1.71189 -0.93651 5.22361 -0.05 -0.14 -0.15
H -1.23005 0.73637 4.92563 -0.20 0.06 0.37
H 1.82613 0.85271 -0.40661 0.51 1.21 -1.53
H 0.31861 -2.04917 -2.55606 0.50 0.24 0.18
O 2.10293 5.80360 -0.81890 -0.30 -0.39 -0.10
H 3.58040 -0.90900 -3.69657 -0.09 0.01 -0.23
H -1.06669 -4.72272 1.50142 -0.43 -0.01 -0.30
H 0.05333 -2.50648 2.35413 0.47 0.02 0.14
H -0.26755 4.96225 -0.78688 -0.06 -0.03 -0.17
H 0.08044 0.82174 -0.82243 -0.52 0.42 -0.44
C -0.84249 -3.71514 1.15749 1.49 1.02 0.42
H 0.11092 -4.42188 -0.64838 0.17 0.12 0.04
H -1.85850 0.66208 2.55597 0.14 0.35 0.41
H 0.15324 3.27557 -0.81720 -0.30 -0.15 -0.10
H 1.58475 0.11634 -2.76204 0.48 -0.13 0.09
H -2.50691 -0.88261 2.70222 0.37 -0.57 0.21
N 0.42237 4.24080 -0.88845 0.59 0.32 -0.04
Cs 3.10999 2.31184 2.91277 -0.29 0.05 -0.15
O -0.70794 1.25537 -1.21267 0.64 -0.64 0.45
C -1.82093 0.41240 -0.90005 -0.26 0.53 -0.15
C -1.93221 -0.04744 4.63764 0.18 0.38 -0.85
C 1.65203 -0.63627 -3.56139 -0.44 1.11 -0.29
O 0.34503 -3.31343 1.89976 -0.48 0.06 -0.19
C 0.40938 -1.44829 -3.46723 -1.02 -1.26 0.22
H 3.57769 3.85796 -0.47972 0.16 -0.32 -0.22
C -2.98292 1.29273 -0.45864 -0.72 -0.82 -0.29
H 0.78479 0.87018 1.21894 -1.09 1.32 0.85
H 2.21276 2.68626 -0.68688 0.83 -0.52 0.17
Cs 3.56049 -1.94306 -0.36364 -0.23 -0.38 -0.26
H -1.49760 -3.79081 -0.85801 0.08 -0.01 -0.10
H -0.06682 -0.19860 2.17271 0.31 -0.46 0.07
H 2.44924 0.09554 1.12694 2.32 -0.59 1.58
B 1.51551 0.30221 0.54356 -0.46 0.09 -0.15
H -0.18046 -2.66073 -0.67482 0.09 0.15 0.46
H -0.48671 -0.82705 -3.42790 0.18 0.23 -0.31
H -2.96226 0.26437 4.80718 0.07 0.08 0.22
N 2.64437 3.59131 -0.72339 -1.39 0.67 -0.18
H -1.61146 -2.98912 1.42990 -0.39 -0.40 -0.04
H -3.33219 1.95935 -1.24716 0.40 0.15 -0.06

| no. | DFT total energy (eV) |
| --- | --- |
| 1 | -34401.613 |
| 2 | -7360.387 |
| 3 | -76431.640 |
| 4 | -114007.076 |
| 5 | -24836.527 |